# 1
The following is a quantum chemistry calculation of C22H42ClN2OP2Sc as an isolated structure, from the Open Molecules 2025 dataset.

```
71
Properties=species:S:1:pos:R:3:forces:R:3
Sc -0.280640 -0.040934 -0.164142 -1.8 0.0 -1.0
P -0.059575 -2.612489 -0.783645 0.2 -1.3 -1.0
P -0.051800 2.622833 -0.462841 0.2 1.4 -0.8
N 0.083961 0.093702 -2.279641 -0.2 -0.1 -0.8
C -0.029815 -2.441245 -2.627727 0.1 0.6 -0.3
H 0.672535 -3.179227 -3.030741 -0.3 -0.1 0.1
H -1.024686 -2.684623 -3.015794 0.1 0.1 0.2
C 0.404898 -1.060538 -3.165621 1.0 0.3 -0.3
H 1.526958 -1.047933 -3.325813 -1.0 -0.1 0.1
H -0.038296 -0.920964 -4.188294 0.3 0.0 0.9
C 0.396558 1.352836 -3.014785 0.8 -0.2 -0.3
H -0.044266 1.337531 -4.048270 0.3 -0.1 0.9
H 1.517284 1.371012 -3.171309 -1.0 0.0 0.1
C -0.053593 2.656547 -2.314920 0.1 -0.5 -0.3
H -1.061793 2.924334 -2.655917 0.2 -0.1 0.2
H 0.628802 3.448861 -2.645601 -0.3 0.0 0.1
C 1.490953 3.602886 -0.054760 0.1 -0.5 0.1
C 1.990993 3.300102 1.367337 0.2 0.2 0.0
H 2.888654 3.910773 1.557954 -0.3 -0.3 0.0
H 2.281421 2.248019 1.484453 -0.1 0.2 0.1
H 1.249307 3.551857 2.141927 0.2 0.0 -0.2
C -1.573240 3.647700 -0.106794 -0.2 -0.6 0.2
C -1.776349 3.879024 1.396005 -0.1 0.2 0.3
H -2.652117 4.530962 1.548809 0.3 -0.2 0.0
H -0.912746 4.368401 1.876626 -0.3 -0.1 -0.2
H -1.982722 2.945529 1.937869 0.0 0.2 -0.1
C -1.586425 -3.667240 -0.585325 -0.2 0.5 0.2
C -1.835968 -4.034373 0.880797 -0.1 -0.2 0.2
H -2.724133 -4.683090 0.950519 0.3 0.2 0.0
H -2.041836 -3.147809 1.497032 0.0 -0.2 -0.2
H -0.989491 -4.578119 1.332786 -0.3 0.1 -0.2
C 1.488128 -3.610777 -0.459547 0.1 0.5 0.1
C 1.982630 -3.398244 0.978483 0.2 -0.2 0.0
H 2.891119 -4.002179 1.131022 -0.3 0.2 0.1
H 1.235683 -3.719897 1.722201 0.3 0.0 -0.2
H 2.243603 -2.348345 1.171899 -0.1 -0.3 0.0
C 1.928064 0.055084 0.063359 7.3 0.2 0.6
O 3.095095 0.094434 0.123039 -5.7 -0.2 -0.5
C -1.724296 4.935951 -0.915451 -0.1 0.4 0.0
H -1.091340 5.742645 -0.522972 -0.3 -0.3 -0.2
H -1.509867 4.812497 -1.984444 -0.1 0.1 0.3
H -2.770842 5.268529 -0.825982 0.3 -0.1 -0.1
C -1.702241 -4.876000 -1.513814 0.0 -0.4 0.0
H -2.742985 -5.233816 -1.471588 0.3 0.1 0.0
H -1.477000 -4.644822 -2.563000 -0.1 -0.1 0.3
H -1.057572 -5.702452 -1.190509 -0.3 0.3 -0.1
C 1.422320 -5.100908 -0.810205 0.2 -0.1 -0.1
H 2.442769 -5.508524 -0.729227 -0.3 0.1 0.0
H 0.790920 -5.658596 -0.104327 0.2 0.2 -0.2
H 1.078235 -5.287038 -1.838556 0.1 0.1 0.4
C 1.418453 5.113157 -0.301235 0.1 0.1 -0.1
H 0.791785 5.616527 0.448638 0.2 -0.2 -0.3
H 2.439155 5.516913 -0.200774 -0.4 -0.1 0.0
H 1.065154 5.372212 -1.311487 0.1 -0.1 0.4
H 2.222576 3.178366 -0.767262 -0.2 0.1 0.2
H 2.217362 -3.134297 -1.143623 -0.2 -0.1 0.2
H -2.362993 2.951785 -0.446202 0.1 0.2 0.1
H -2.368455 -2.945653 -0.887577 0.1 -0.2 0.1
H -1.388715 0.055513 -1.985077 1.0 0.1 1.1
H -1.922354 0.045793 -1.185528 -1.1 0.0 -0.1
Cl -0.163177 2.621135 4.788725 0.0 0.0 0.0
C -0.232587 1.049072 4.103957 0.0 -0.4 0.3
C -0.284566 -0.091227 4.926421 0.0 0.7 -1.3
C -0.326541 -1.318198 4.269130 -0.1 -0.8 2.1
C -0.326590 -1.390716 2.911863 0.0 -0.5 -2.0
N -0.283401 -0.297107 2.111212 0.1 0.6 0.8
C -0.228971 0.918662 2.722371 0.0 -0.7 0.1
H -0.296560 0.034491 5.998142 0.0 -0.2 0.1
H -0.371140 -2.248805 4.878439 0.1 0.8 -0.7
H -0.367865 -2.367957 2.379574 0.1 1.0 0.6
H -0.165848 1.808483 2.099731 0.0 -0.3 0.2
```
Forces are in eV/Å.

Calculated values
Gap between HOMO and LUMO   6.968 eV
E   -80309.5411 eV
HOMO level   -14.4184 eV
Relative energy (zero: lowest compared OMol25 entry of this formula, charge and spin)   0.452 eV
Net charge   +2
Multiplicity   1



# 2
The following is a quantum chemistry calculation of a 3-piece molecular cluster, C22H42FN4O9P2 overall, from the Open Molecules 2025 dataset.

```
80
Properties=species:S:1:pos:R:3:forces:R:3
O -1.956630 1.107915 -1.226852 0.4 1.4 -0.4
C -1.655392 2.261071 -1.309191 -0.4 -1.5 0.3
F -1.119686 2.900096 -0.261722 -0.3 0.2 -0.8
C -1.783892 3.102335 -2.578948 0.1 0.2 0.4
N -1.940519 2.272143 -3.767193 0.1 -0.1 0.4
C -0.941359 1.559343 -4.210152 1.8 -2.5 -1.0
N -0.921137 0.745947 -5.340638 -0.9 2.3 -0.3
C 0.444500 0.996172 -5.914691 -0.2 0.2 -0.4
C 1.354415 1.155760 -4.682347 -1.3 0.3 0.7
C 2.276482 2.362224 -4.649889 1.1 0.5 -0.4
C 3.071343 2.650872 -3.532690 -0.7 -0.8 -0.4
C 3.860700 3.781882 -3.530061 1.2 0.5 1.8
N 4.030348 4.687814 -4.496500 -1.2 -1.5 -0.1
C 3.264047 4.368345 -5.536507 0.2 1.5 -1.6
C 2.394583 3.300462 -5.680608 -0.5 -1.0 0.4
N 0.294525 1.480471 -3.672514 -0.4 0.6 1.0
H -2.674648 3.733892 -2.493295 0.3 0.1 0.1
H -0.868639 3.703716 -2.667651 -0.4 0.1 -0.1
H -2.813525 2.233331 -4.275323 -0.1 0.0 0.3
H -1.584500 1.134332 -6.013486 -0.2 -0.8 -0.1
H 0.709777 0.236080 -6.650850 0.1 0.0 0.4
H 0.308155 1.952071 -6.437639 0.7 -0.3 0.0
H 1.793725 0.211984 -4.342311 0.3 0.3 -0.4
H 3.066810 1.989172 -2.667384 0.1 0.2 -0.1
H 4.432578 3.973868 -2.616521 -0.1 -0.1 -0.3
H 3.340928 5.050562 -6.389455 0.0 -0.2 0.2
H 1.824002 3.187971 -6.598576 0.3 0.2 0.1
H 0.387914 1.108252 -2.735505 0.0 0.5 0.1
O -2.359862 -5.350475 -0.682947 -0.4 0.5 3.6
P -1.106939 -4.597967 -0.383030 3.0 0.2 -6.9
O -1.243480 -3.273719 -1.341836 0.0 -0.1 0.8
C -2.169846 -2.250443 -0.987263 -0.1 0.2 0.1
C -1.667054 -1.407809 0.170775 0.0 -0.3 0.3
O -0.049308 -5.467005 -1.297883 0.0 0.0 0.8
C -0.342667 -6.818378 -1.666493 -0.2 -0.1 -0.3
C -0.956408 -6.889248 -3.050471 0.1 0.1 -0.2
O 0.163344 -3.941471 0.446407 -2.4 -0.8 1.7
C 0.769292 -4.706364 1.520077 0.5 -0.1 0.2
C 1.751569 -5.752110 1.020238 -0.2 -0.3 -0.1
H -3.144449 -2.691436 -0.755600 0.0 0.0 0.0
H -2.291947 -1.620435 -1.870192 0.0 -0.1 -0.1
H -1.632055 -1.992200 1.092925 0.0 0.0 0.0
H -2.316293 -0.552432 0.334796 0.0 -0.1 0.0
H -0.653961 -1.053037 -0.025106 0.0 0.0 0.0
H -0.984421 -7.290774 -0.923096 -0.1 0.1 0.0
H 0.601996 -7.367019 -1.660369 0.1 0.2 0.0
H -1.765286 -6.169334 -3.172275 -0.1 -0.1 0.2
H -1.346429 -7.888875 -3.247389 0.0 0.0 0.0
H -0.208061 -6.656307 -3.810363 0.0 0.0 0.0
H -0.006792 -5.162300 2.137912 0.0 0.0 0.0
H 1.302894 -3.985081 2.139320 -0.2 0.1 -0.1
H 1.231544 -6.648306 0.683577 0.1 0.0 -0.1
H 2.426477 -6.054798 1.821819 0.0 0.1 0.1
H 2.336852 -5.373978 0.183586 0.0 0.1 0.1
O 1.443779 3.088822 5.320292 1.3 -1.0 -3.3
P 0.222879 2.461705 4.731643 -4.8 1.1 5.9
O -0.862931 3.684656 4.750226 0.4 -0.5 -0.7
C -0.728766 4.750126 3.813557 0.0 0.2 -0.2
C -1.162229 4.337426 2.416013 0.1 -0.1 0.0
O -0.306671 1.625483 6.046434 0.4 -0.4 -0.7
C 0.595120 1.270153 7.098773 0.1 0.2 0.3
C 0.539417 2.274963 8.231922 -0.2 0.1 0.1
O -0.745981 1.532232 3.763812 2.8 0.5 -1.2
C -0.282814 0.220708 3.366355 -0.2 -0.4 0.0
C -0.496001 -0.834096 4.439500 0.3 0.0 0.2
H 0.303104 5.115645 3.810497 0.0 0.0 0.0
H -1.366455 5.559633 4.167937 0.0 -0.1 0.1
H -0.477063 3.598521 1.997795 0.0 0.0 0.0
H -1.183520 5.201755 1.749109 0.0 0.0 0.0
H -2.153025 3.882534 2.440444 0.0 0.0 0.0
H 1.610035 1.158368 6.716581 0.0 0.2 0.0
H 0.288684 0.288777 7.469135 -0.1 0.0 -0.1
H 0.602176 3.299963 7.868086 0.2 -0.1 -0.1
H 1.354226 2.104450 8.937310 0.0 0.0 0.0
H -0.405585 2.188010 8.770552 0.0 0.0 0.0
H 0.767824 0.269087 3.069031 0.0 0.0 0.0
H -0.863189 -0.048048 2.485091 0.0 0.2 -0.1
H 0.290736 -0.791917 5.192063 -0.1 0.0 0.1
H -0.468880 -1.834371 4.002213 0.0 0.1 -0.1
H -1.448487 -0.691371 4.947009 0.0 0.0 -0.1
```
Forces are in eV/Å.

Calculated values
Gap between HOMO and LUMO   8.275 eV
E   -69172.7815 eV
HOMO level   -11.7420 eV
Net charge   +1
Multiplicity   1



# 3
The following is a quantum chemistry calculation of C22H42NNdOP3 as an isolated structure, from the Open Molecules 2025 dataset.

```
70
Properties=species:S:1:pos:R:3:forces:R:3
Nd -0.214477 -0.555598 -1.717519 -1.0 3.8 -1.5
P 0.562519 -3.743184 -2.239242 0.7 -1.7 -0.4
P 2.317409 -0.285311 -0.189572 1.1 0.2 0.7
P -3.065401 0.123185 -1.561814 -1.1 0.7 -0.2
H 1.798256 3.973553 -0.892877 -0.5 0.3 0.1
C 0.749600 4.278634 -0.761633 -0.5 -0.4 0.4
C 0.055846 3.993636 0.355313 0.2 0.2 -0.5
H 0.517661 3.492091 1.218246 -0.2 0.3 -0.4
C 1.266315 -2.895310 -3.684359 -0.3 0.8 0.2
C 1.878617 -4.720270 -1.507052 0.2 0.1 0.4
C -0.782192 -4.782496 -2.830280 -0.6 0.2 0.2
C 2.522363 1.326755 0.653301 -0.3 0.4 0.0
C 2.696027 -1.421477 1.201958 -0.3 -0.3 0.0
C 3.885047 -0.377316 -1.130991 -0.1 -0.2 -0.5
C -3.305648 1.854843 -0.997281 0.5 0.2 0.2
C -4.326481 -0.756169 -0.577047 0.2 -0.4 0.1
C -3.832188 0.213704 -3.220962 0.3 -0.3 -0.2
H 0.285070 4.814571 -1.601771 0.3 -0.2 0.5
H -0.994347 4.302985 0.472579 0.6 -0.1 -0.1
H 1.851214 -3.631872 -4.258072 -0.2 0.0 0.3
H 1.959703 -2.086136 -3.398591 -0.1 -0.2 -0.1
H 0.485087 -2.499333 -4.354997 0.2 -0.1 0.2
H 2.314567 -5.387416 -2.267632 -0.2 0.2 0.1
H 1.507432 -5.322678 -0.667659 0.0 0.1 -0.2
H 2.661094 -4.045692 -1.130054 -0.1 -0.2 -0.1
H -0.385925 -5.631551 -3.413191 0.1 0.4 0.2
H -1.442820 -4.187166 -3.480893 0.2 -0.2 0.2
H -1.383862 -5.171984 -1.994794 0.3 0.0 -0.2
H 3.576373 1.631500 0.590019 -0.3 -0.1 0.1
H 2.241114 1.222685 1.708905 0.1 0.1 -0.2
H 1.897233 2.111402 0.205547 0.3 -0.3 0.1
H 3.771515 -1.379675 1.428573 -0.4 0.0 0.0
H 2.424786 -2.451567 0.935967 0.2 0.1 0.2
H 2.122350 -1.129980 2.091213 0.1 -0.1 -0.2
H 4.719607 -0.584637 -0.445925 -0.2 0.1 -0.2
H 4.059558 0.575878 -1.648008 0.0 -0.3 0.0
H 3.825890 -1.180199 -1.879120 0.3 0.2 0.1
H -4.116642 2.326286 -1.569629 0.2 -0.2 0.2
H -2.380976 2.428452 -1.149301 -0.3 0.0 0.0
H -3.557006 1.870203 0.071254 0.0 0.0 -0.3
H -5.335562 -0.569992 -0.971079 0.3 0.0 0.2
H -4.270731 -0.431753 0.470010 -0.1 -0.1 -0.2
H -4.115541 -1.832828 -0.616212 -0.3 0.2 0.1
H -4.762389 0.796985 -3.163114 0.3 -0.3 0.0
H -4.046499 -0.802052 -3.580631 -0.1 0.3 0.0
H -3.140866 0.696131 -3.926987 -0.2 0.0 0.1
C -0.292869 1.661898 -4.154088 -0.1 0.3 -1.6
C 0.380577 0.791811 -5.058198 -1.0 0.2 0.6
C 0.093160 0.871896 -6.419909 0.0 0.2 -0.4
C -0.707087 1.910591 -6.914015 0.0 -0.1 0.1
C -1.204541 2.883096 -6.035092 0.3 0.0 -0.1
C -0.975937 2.790864 -4.665592 0.1 -0.8 0.3
O -0.378625 1.368508 -2.847919 1.0 -2.2 2.2
H 0.115538 -2.887662 -1.143579 0.3 -0.7 -1.0
H 1.095593 0.055561 -4.671946 -0.2 0.0 0.0
H 0.484739 0.117590 -7.109426 0.0 0.4 0.2
H -0.932145 1.985088 -7.984200 0.2 -0.1 0.5
H -1.789987 3.714370 -6.431499 0.2 -0.2 0.1
H -1.346980 3.529288 -3.954368 -0.1 -0.2 -0.2
C -1.293304 -0.893184 3.456987 0.1 0.2 -0.3
C -1.348357 0.367398 2.856188 0.0 0.1 0.0
C -1.093120 0.498662 1.495292 0.2 -0.7 -0.5
N -0.830850 -0.574910 0.688116 -0.2 -0.3 1.2
C -0.834625 -1.809130 1.278165 0.1 1.2 0.1
C -1.018617 -1.992868 2.644698 0.0 -0.5 -0.4
H -1.457936 -1.016447 4.528363 0.0 0.0 -0.3
H -1.577483 1.267025 3.430498 0.1 -0.3 -0.1
H -1.094776 1.477315 1.003917 0.0 -0.3 0.2
H -0.664362 -2.659291 0.610924 -0.1 0.1 0.3
H -0.940908 -3.004603 3.049100 -0.2 0.4 0.0
```
Forces are in eV/Å.

Calculated values
Gap between HOMO and LUMO (spin up / spin down)   5.137 / 5.303 eV
E   -70150.3697 eV
HOMO level (spin up / spin down)   -15.2920 / -15.3278 eV
Relative energy (zero: lowest compared OMol25 entry of this formula, charge and spin)   0.000 eV
Net charge   +3
Multiplicity   4
<S²>   3.76